{
  "formula": "C2H2N4",
  "method": "ωB97M-V/def2-TZVPD",
  "homo_energy_ev": -8.23,
  "symbols": ["N", "N", "N", "N", "C", "C", "H", "H"],
  "coordinates": [[0.62110, 0.82652, 1.50113], [-2.25390, -0.09373, -0.49764], [1.97498, 0.14691, 0.51953], [1.46810, -0.26972, -0.46252], [-1.33220, 0.02092, 0.30344], [-0.48835, 0.49564, 1.13342], [2.01805, -0.47398, -1.19901], [-2.00778, -0.65255, -1.29835]],
  "mulliken_charge": [-0.4737, -0.5180, -0.0957, -0.0970, 0.4631, 0.1968, 0.2235, 0.3009]
}

---

{
  "formula": "C2H2N4",
  "method": "ωB97M-V/def2-TZVPD",
  "homo_energy_ev": -10.25,
  "smiles": "c1ncnnn1",
  "symbols": ["N", "N", "N", "N", "C", "C", "H", "H"],
  "coordinates": [[-1.05514, 0.06753, 1.07543], [0.02218, -0.28188, 1.64042], [1.17227, -0.59563, 0.78045], [-0.01450, 0.50432, -0.99397], [-1.08285, 0.33337, -0.27515], [1.08105, -0.10669, -0.42399], [-2.08759, 0.38554, -0.70239], [1.95345, -0.30155, -1.05209]],
  "mulliken_charge": [-0.1165, -0.1666, -0.2571, -0.3956, 0.1128, 0.0701, 0.3760, 0.3769]
}

---

{
  "formula": "C2H2N4",
  "method": "ωB97M-V/def2-TZVPD",
  "homo_energy_ev": -9.77,
  "smiles": "c1ncnnn1",
  "symbols": ["N", "N", "N", "N", "C", "C", "H", "H"],
  "coordinates": [[-0.01258, -1.06878, 0.12708], [0.26258, 1.73976, -0.14626], [1.20445, 1.06521, 0.20592], [-1.25738, 0.92969, -0.47056], [-1.20151, -0.32631, -0.29146], [1.05722, -0.43421, 0.34675], [2.00500, -0.89020, 0.66494], [-2.05779, -1.01515, -0.43640]],
  "mulliken_charge": [-0.3886, -0.1084, -0.0546, -0.3969, 0.1091, 0.1001, 0.3710, 0.3682]
}

---

Relative energy (zero: lowest compared OMol25 entry of this formula, charge and spin) for the records above, in order: 117.9, 48.9, 66.5 kcal/mol
Frontier orbital gap for the records above, in order: 0.2812, 0.3443, 0.3367 Ha